No. 1
# C6H37NO11S

12 unconnected molecules or ions with the total composition C6H37NO11S in a non-equilibrium geometry (wB97M-V/def2-TZVPD, the Open Molecules 2025 dataset).

Gap between HOMO and LUMO   8.95 eV
ΔE to the lowest compared entry with this formula, charge and spin   23.7 kcal per mole
Lowest unoccupied orbital energy   -0.140 eV
HOMO energy   -9.09 eV
Electronic energy   -41669.695 eV

```
56
Properties=species:S:1:pos:R:3:forces:R:3:mulliken_charge:R:1
C 3.18904 1.20550 -1.81666 0.81 1.57 -2.46 -1.449
C 1.75778 1.64785 -1.66933 -0.51 2.05 0.96 0.435
C 1.33043 1.56172 -0.17962 -0.40 -1.64 -0.08 -0.535
N -0.01383 0.99114 -0.00139 0.04 -2.21 0.46 0.162
C 0.02436 -0.52627 -0.23729 0.04 0.60 0.55 0.135
C -1.22269 -1.19854 0.45138 2.99 0.56 0.58 0.541
C -2.51644 -0.75632 -0.16636 0.18 -1.77 -0.57 -0.196
S -3.85141 -1.89053 0.42651 -0.02 0.35 -0.73 -0.231
H 3.38079 0.87555 -2.88031 0.08 0.44 1.11 0.352
H 3.49541 0.43978 -1.17212 -0.13 -1.53 0.93 0.364
H 3.88552 2.00906 -1.55128 -0.05 0.10 -0.36 0.376
H 1.49878 2.73552 -2.08249 0.94 -2.17 0.71 0.034
H 1.13933 0.97443 -2.22411 -0.56 -0.45 -0.36 -0.210
H 1.40973 2.44102 0.42293 0.04 0.99 -0.15 0.482
H 1.95447 0.81836 0.36815 0.10 0.58 -0.58 0.159
H -0.63891 1.24916 -0.73615 -0.44 1.07 -0.35 -0.036
H 0.19836 -0.72759 -1.29637 -0.67 -0.01 0.03 0.416
H 0.94279 -0.89479 0.22463 -0.21 -0.09 0.34 -0.329
H -0.96342 -0.90208 1.49686 -1.39 0.25 -0.35 0.144
H -1.11396 -2.28271 0.60065 -0.05 0.37 -1.09 -0.365
H -2.42359 -0.81578 -1.28757 -0.25 0.04 1.12 -0.089
H -2.73959 0.23897 0.09840 -0.45 1.05 0.29 0.074
H -3.80471 -2.64576 -0.68986 -0.14 0.00 0.35 0.132
O -0.95452 -0.55595 -3.55135 -0.26 0.96 -0.14 -0.617
H -1.29717 0.40688 -3.63028 0.06 -2.27 0.13 0.362
H -1.73601 -1.12110 -3.66959 0.31 0.53 -0.07 0.266
O -1.79054 2.87897 3.52141 -0.12 0.01 -0.12 -0.651
H -1.11707 2.32566 3.93447 0.07 -0.05 -0.17 0.326
H -1.87956 2.53534 2.62370 0.19 -0.04 0.22 0.300
O 2.78414 -2.81451 0.41077 -0.13 -1.07 0.26 -0.667
H 2.69860 -3.72162 0.80905 -0.11 1.44 -0.50 0.297
H 2.08328 -2.77564 -0.26986 0.17 -0.13 0.27 0.354
O 0.22164 -2.14921 3.72072 0.51 -0.19 0.06 -0.635
H -0.52891 -1.90385 4.25096 -0.43 0.14 0.38 0.303
H 0.64209 -1.29358 3.51305 -0.32 0.00 0.03 0.323
O -2.79998 2.55296 -0.99996 -0.06 0.32 0.79 -0.644
H -2.08828 3.20564 -0.83908 -0.01 -0.21 -0.17 0.334
H -3.05561 2.29833 -0.10693 -0.15 -0.03 -0.06 0.296
O -0.49113 4.04553 -0.79029 0.00 -0.60 -0.50 -0.615
H -0.23248 4.17127 -1.72594 -0.19 0.60 1.01 0.302
H -0.68201 4.86427 -0.32396 0.25 0.34 -0.51 0.278
O -2.48179 1.59908 -3.36526 0.51 0.12 -1.16 -0.729
H -3.03409 1.37836 -2.61676 -0.11 0.20 0.47 0.379
H -1.79695 2.16586 -2.99507 -0.39 0.15 0.15 0.322
O 0.18570 -3.99624 1.78151 0.29 -0.54 -0.06 -0.604
H -0.71857 -3.92156 1.49569 -0.51 -0.18 -0.37 0.290
H 0.13906 -3.60252 2.66273 0.36 0.37 0.13 0.352
O 0.68049 -2.96171 -1.51550 -0.09 -0.25 -0.43 -0.590
H 0.72051 -3.90661 -1.69377 -0.02 -0.08 0.00 0.268
H 0.44508 -2.55599 -2.36410 0.09 0.06 0.20 0.227
O 2.94924 -0.67800 2.38156 -0.14 0.73 -0.23 -0.699
H 3.02081 -1.29480 3.11325 0.01 -0.39 -0.24 0.291
H 2.67697 -1.16026 1.57824 0.38 -0.59 0.48 0.300
O 0.61928 0.52189 3.26630 -0.01 0.01 -2.29 -0.763
H 1.55091 0.44546 2.99321 0.76 0.03 0.92 0.409
H 0.34860 0.46998 2.30243 -0.84 0.43 1.19 0.269
```
Positions in Å, forces in eV/Å.

***

No. 2
# C24H42O17S2

7 unconnected molecules or ions with the total composition C24H42O17S2 in a non-equilibrium geometry (wB97M-V/def2-TZVPD, the Open Molecules 2025 dataset).

Gap between HOMO and LUMO   9.34 eV
ΔE to the lowest compared entry with this formula, charge and spin   0.0 kcal per mole
Lowest unoccupied orbital energy   0.366 eV
HOMO energy   -8.98 eV
Electronic energy   -82047.526 eV

```
85
Properties=species:S:1:pos:R:3:forces:R:3:mulliken_charge:R:1
C -19.46900 -14.08353 -0.28855 0.16 0.02 0.26 -1.437
C -19.68360 -12.70581 0.29259 -0.44 -0.06 0.20 0.331
C -20.54299 -11.78854 -0.59094 0.88 0.39 0.05 -0.108
O -21.83479 -11.86317 -0.01543 -0.18 -0.30 -0.15 0.055
C -21.77516 -12.50868 1.18002 0.03 0.19 0.02 0.325
O -22.72946 -12.72746 1.85068 -0.08 0.01 0.07 -0.529
O -20.50627 -12.83484 1.47771 -0.07 -0.03 -0.17 -0.381
H -19.08772 -14.74974 0.48492 0.06 0.00 -0.03 0.422
H -18.74044 -14.04031 -1.09793 -0.12 -0.06 -0.12 0.382
H -20.42066 -14.48929 -0.63416 0.05 -0.01 -0.17 0.281
H -18.76110 -12.23188 0.61768 0.06 -0.03 -0.10 0.420
H -20.54783 -12.08913 -1.63714 -0.25 -0.13 0.04 0.288
H -20.18115 -10.75782 -0.54704 -0.15 0.03 0.07 -0.115
C -26.03781 -8.89699 6.33920 -0.23 -0.02 -0.33 -0.967
C -26.48288 -9.18574 7.75820 -0.49 -0.40 -0.92 0.487
C -27.37484 -10.44688 7.87797 0.43 0.20 0.29 -0.431
O -26.66423 -11.28323 8.79570 -0.06 0.02 0.05 -0.345
C -25.49499 -10.71441 9.15205 0.07 0.28 -0.05 0.631
O -24.68512 -11.20468 9.86681 -0.07 -0.04 0.01 -0.520
O -25.36450 -9.48771 8.58175 -0.08 -0.05 0.24 -0.378
H -25.75352 -9.78517 5.77389 0.21 -0.06 0.21 0.342
H -25.20704 -8.19559 6.32442 0.02 0.02 0.09 -0.065
H -26.86475 -8.45441 5.77401 0.04 0.06 0.11 0.403
H -27.04559 -8.32339 8.11903 0.38 0.07 0.46 0.315
H -27.47244 -11.00245 6.94803 -0.11 0.14 -0.11 0.276
H -28.34385 -10.19220 8.30085 -0.09 -0.23 -0.04 0.288
C -25.49500 -12.00196 -1.14690 -0.60 -1.01 -0.61 -1.513
C -24.42662 -11.64316 -2.16164 0.64 -0.04 0.87 2.026
C -23.93016 -12.81581 -3.01366 -0.05 0.16 -0.03 -0.401
O -24.51623 -12.56452 -4.29963 -0.05 -0.16 0.10 -0.370
C -25.05718 -11.33441 -4.32279 0.18 0.14 0.54 0.512
O -25.62152 -10.85268 -5.24961 -0.10 0.12 -0.33 -0.557
O -24.88661 -10.70778 -3.13144 -0.21 -0.19 -0.30 -0.196
H -25.04189 -12.49392 -0.28500 0.07 0.24 0.12 0.317
H -26.16390 -12.75640 -1.58728 -0.03 0.14 0.03 0.563
H -26.14005 -11.18156 -0.84347 0.32 0.27 0.07 0.032
H -23.57921 -11.22866 -1.61619 -0.04 0.35 -0.33 -0.897
H -24.27035 -13.78147 -2.64424 -0.08 -0.01 -0.07 0.388
H -22.84618 -12.81944 -3.11286 0.00 0.05 -0.09 0.188
C -23.02738 -5.69915 5.67775 -0.40 0.31 0.39 -1.430
C -23.45852 -6.53125 4.49522 0.41 0.14 -0.34 1.425
C -23.72608 -5.74283 3.19862 0.11 -0.25 0.17 -0.513
O -22.93573 -6.41223 2.21066 -0.02 -0.04 -0.11 -0.324
C -22.15901 -7.35207 2.79531 -0.14 0.29 0.49 0.648
O -21.38747 -8.04111 2.20636 0.13 -0.13 -0.24 -0.506
O -22.33657 -7.35380 4.12114 -0.10 -0.40 -0.16 -0.384
H -21.96717 -5.45963 5.61967 0.00 0.06 -0.18 0.380
H -23.19425 -6.20249 6.63033 0.02 -0.14 -0.09 0.321
H -23.59702 -4.76616 5.71167 0.03 -0.02 0.00 0.362
H -24.30353 -7.18250 4.69978 0.07 -0.12 0.05 -0.536
H -23.40238 -4.70512 3.27889 -0.01 0.02 -0.12 0.294
H -24.76386 -5.81286 2.88474 -0.06 0.16 0.07 0.276
C -20.07573 -6.12812 -2.74865 -0.04 -0.23 -0.39 -1.558
C -20.09850 -7.49615 -2.09365 -0.37 0.82 0.34 0.503
C -21.26893 -7.74043 -1.11569 0.64 -0.04 0.38 -0.272
O -22.00122 -8.80493 -1.71490 -0.36 -0.26 -0.04 -0.008
C -21.33187 -9.30449 -2.76600 0.25 0.63 0.00 0.415
O -21.60728 -10.30775 -3.34070 -0.17 -0.26 -0.10 -0.504
O -20.29528 -8.49791 -3.09209 0.25 -0.51 0.12 -0.421
H -20.15267 -5.33476 -2.00724 0.02 0.00 0.03 0.390
H -20.89407 -6.05040 -3.46732 -0.13 0.09 0.19 0.371
H -19.15692 -5.99862 -3.32151 0.05 0.03 0.11 0.374
H -19.15524 -7.64329 -1.56377 0.04 -0.35 -0.23 0.269
H -21.89182 -6.86878 -0.92181 -0.21 -0.07 -0.36 0.355
H -20.91196 -8.09031 -0.14671 -0.04 0.04 0.00 0.127
C -28.02137 -8.83449 -4.09215 -0.04 0.08 -0.11 -1.231
S -27.53491 -8.66086 -2.37918 0.00 -0.39 0.36 0.892
O -27.38853 -7.21215 -2.08448 0.01 0.27 -0.06 -0.702
C -29.11015 -9.16356 -1.66240 -0.22 -0.21 -0.49 -1.114
H -28.40920 -9.83244 -4.29263 0.08 -0.07 0.12 0.364
H -27.12616 -8.68582 -4.69028 -0.04 0.05 -0.07 0.327
H -28.78637 -8.08571 -4.30146 0.08 0.05 -0.02 0.451
H -29.92465 -8.69891 -2.21990 0.00 0.15 0.16 0.399
H -29.13475 -8.87059 -0.61747 0.07 0.02 0.04 0.331
H -29.20262 -10.24667 -1.76325 0.05 0.00 0.11 0.343
C -24.27262 -9.31022 0.58808 -0.19 -0.20 -0.60 0.298
S -25.52242 -9.54851 1.85140 0.03 0.58 0.32 0.257
O -24.94141 -9.10044 3.16238 0.06 -0.17 -0.10 -0.500
C -26.52724 -8.13822 1.35424 0.28 0.23 0.09 -0.158
H -24.78590 -9.07799 -0.35023 0.03 0.07 0.05 0.280
H -23.72205 -10.23208 0.41580 0.16 0.03 0.35 -0.405
H -23.61952 -8.48819 0.86714 0.01 0.00 0.10 -0.064
H -26.88125 -8.24844 0.33202 -0.25 0.01 0.08 -0.341
H -25.89484 -7.24921 1.40693 0.14 -0.09 -0.11 -0.004
H -27.30963 -8.00306 2.09830 -0.21 -0.25 -0.18 0.462
```
Positions in Å, forces in eV/Å.

***

No. 3
# C8H7Cl2NO2

3 unconnected molecules or ions with the total composition C8H7Cl2NO2 in a non-equilibrium geometry (wB97M-V/def2-TZVPD, the Open Molecules 2025 dataset).

Gap between HOMO and LUMO   8.16 eV
ΔE to the lowest compared entry with this formula, charge and spin   95.6 kcal per mole
Lowest unoccupied orbital energy   -0.506 eV
HOMO energy   -8.66 eV
Electronic energy   -39033.508 eV

```
20
Properties=species:S:1:pos:R:3:forces:R:3:mulliken_charge:R:1
O 0.25560 -5.26342 -0.18752 -0.83 0.91 1.31 -0.540
C 0.03127 -3.96096 -0.13370 0.45 -1.74 -0.45 0.967
C -0.06708 -2.78150 -0.27966 -0.13 0.22 1.59 -1.475
C -0.01913 -1.40503 0.02597 0.61 1.76 -0.42 0.912
C 0.11718 -0.56778 -1.08796 0.97 -2.23 -0.24 -0.511
C 0.23612 0.76528 -0.97708 1.37 3.34 -0.52 -0.223
C 0.25929 1.38621 0.26137 -1.71 -2.04 0.16 -0.592
C 0.01670 0.58445 1.37419 1.87 0.47 2.64 -0.446
C 0.00236 -0.81008 1.29521 -1.56 -1.13 -0.56 -0.279
H 0.58282 -5.42155 -1.05273 0.60 -0.63 -1.37 0.324
H 0.30000 -1.16708 -1.96350 -0.35 0.62 -0.84 0.454
H 0.45352 1.52317 -1.76912 -0.46 -1.41 -0.03 0.282
H 0.14873 2.42913 0.27034 0.52 1.34 0.45 0.526
H 0.18211 1.03185 2.42410 -0.89 -0.59 -1.71 0.285
H -0.26546 -1.52189 2.09589 0.63 0.95 0.10 0.351
O -2.63883 0.06986 0.01734 0.36 0.23 -1.13 -0.183
N -2.35643 -0.23497 -1.08756 -0.71 2.30 1.90 0.248
Cl -2.91847 -1.80571 -1.46398 -0.74 -2.33 -0.88 -0.089
Cl -4.12768 3.04629 0.53200 0.08 0.05 -0.02 -0.241
H -2.87768 2.84788 0.32397 -0.09 -0.07 0.03 0.231
```
Positions in Å, forces in eV/Å.

***

No. 4
# C11H25ClN2O3P

3 unconnected molecules or ions with the total composition C11H25ClN2O3P in a non-equilibrium geometry (wB97M-V/def2-TZVPD, the Open Molecules 2025 dataset).

Gap between HOMO and LUMO   6.86 eV
Lowest unoccupied orbital energy   -4.664 eV
HOMO energy   -11.53 eV
Electronic energy   -42735.052 eV
Net charge   +1

```
43
Properties=species:S:1:pos:R:3:forces:R:3:mulliken_charge:R:1
O 0.53444 0.67065 1.83430 -3.29 1.31 -0.58 -0.471
P -0.45511 2.02242 1.26091 1.96 -1.66 -1.36 0.422
Cl 0.47578 3.79644 1.96764 -0.94 -1.71 0.41 -0.220
N -2.04610 1.73224 2.09328 -1.37 0.70 3.39 0.131
C -3.10731 0.86470 1.44641 -2.46 2.42 7.03 -0.101
C -4.24672 0.93007 2.64121 4.34 0.93 -1.95 -0.261
N -3.70904 1.78435 3.77071 3.31 -0.30 -3.77 -0.114
C -2.30757 2.32403 3.46261 -4.55 -4.31 -3.51 -0.062
H -0.06888 -0.13175 1.64129 1.44 1.38 0.37 0.358
H -3.13064 0.28090 0.42903 0.46 1.54 2.25 0.374
H -5.27895 0.37360 2.59598 2.29 1.50 0.54 0.354
H -4.17690 1.99661 4.68032 0.35 -0.37 -1.29 0.268
H -1.61445 3.00669 4.12005 -1.57 -1.58 -1.61 0.338
C 0.73177 -3.76578 1.91935 0.10 -0.18 -0.08 -1.117
C -0.69601 -3.28904 1.72215 0.15 -0.12 -0.18 -0.328
O -1.00829 -2.98704 0.36433 -0.09 0.42 0.14 -0.358
C -0.92143 -4.06480 -0.56350 -0.13 -0.15 -0.19 -0.339
C -1.88352 -5.19986 -0.25960 0.02 -0.11 0.28 -1.018
H 1.44016 -3.06944 1.46040 -0.09 -0.02 0.10 0.300
H 0.96161 -3.85469 2.98566 -0.04 0.02 -0.14 0.404
H 0.89228 -4.74525 1.46044 -0.01 0.07 0.11 0.293
H -0.83547 -2.36010 2.28524 -0.12 0.05 -0.15 0.288
H -1.41438 -4.00892 2.12759 0.05 -0.03 0.01 0.351
H 0.10880 -4.42699 -0.63176 -0.02 -0.03 0.06 0.309
H -1.17125 -3.64915 -1.54543 0.07 0.17 0.25 0.296
H -1.61138 -5.71685 0.66567 -0.02 -0.04 -0.13 0.261
H -1.87428 -5.93705 -1.06832 0.01 0.13 0.10 0.390
H -2.90290 -4.82196 -0.13516 0.10 -0.02 -0.11 0.280
C 1.91766 1.76913 -1.44542 0.30 -0.10 0.00 -0.738
C 1.41546 2.31869 -2.76849 -0.01 0.28 0.01 -0.403
O 1.75162 3.68859 -2.97529 -0.21 -0.09 0.10 -0.427
C 3.14048 4.00199 -3.02850 0.02 0.06 -0.20 -0.275
C 3.86850 3.31848 -4.17268 0.00 -0.28 -0.02 -1.047
H 1.61406 2.41570 -0.61650 0.01 0.01 -0.11 0.022
H 1.52225 0.76312 -1.27421 0.04 0.08 -0.02 0.377
H 3.00920 1.70623 -1.42813 -0.10 -0.06 0.05 0.302
H 0.32166 2.26424 -2.77722 0.12 0.23 -0.10 0.307
H 1.76355 1.70958 -3.60902 0.07 -0.05 0.07 0.306
H 3.61783 3.78270 -2.06867 0.05 -0.07 0.02 0.278
H 3.20830 5.08587 -3.16975 -0.26 -0.16 0.08 0.330
H 3.91865 2.23555 -4.02365 0.09 0.09 -0.02 0.263
H 4.89413 3.69181 -4.25185 -0.15 -0.03 0.02 0.388
H 3.35235 3.49426 -5.12142 0.07 0.08 0.13 0.287
```
Positions in Å, forces in eV/Å.